Formula: C31H39FIN6O5Ru
Source: the OMol25 dataset
Level of theory: ωB97M-V/def2-TZVPD

XYZ file:
```
84
Properties=species:S:1:pos:R:3:lowdin_charge:R:1
I -2.502 -2.370 -3.819 0.4455
Ru -0.526 2.208 0.337 1.3934
F 2.862 -1.082 4.088 0.0772
O -0.728 2.819 -1.614 -0.2900
O 4.599 -1.237 -0.980 0.0583
O 2.801 3.030 -0.949 0.0215
O 1.665 1.691 0.470 -0.1618
O 3.738 -3.448 2.885 0.0695
N -0.853 3.240 1.825 -0.1794
N -1.984 1.719 -3.178 0.0981
N 4.122 -2.284 0.969 0.2108
N 3.832 0.010 0.787 0.0189
N -0.328 -0.936 -2.073 0.0185
N -1.451 0.617 0.540 -0.1148
C -4.335 2.171 0.039 -0.0765
C 1.022 -3.653 -3.042 -0.0536
C -2.731 -2.777 0.078 -0.1026
C -0.204 3.229 3.006 -0.4508
C -4.101 -2.606 0.201 -0.1315
C -3.737 -0.241 0.660 -0.1529
C 0.304 -1.913 1.522 -0.0306
C 0.536 -2.668 -5.272 -0.1329
C 0.678 4.491 4.907 -0.1498
C 3.359 0.015 2.080 0.0535
C 1.106 3.324 5.539 -0.1604
C -4.572 -1.336 0.503 -0.0774
C 0.229 2.051 3.673 -0.0760
C -0.362 -2.046 0.150 -0.2940
C -0.736 2.277 -2.814 -0.6592
C -3.828 1.559 2.440 -0.0761
C 4.204 -1.156 0.168 -0.4791
C 0.862 2.110 4.901 -0.1385
C 0.446 -1.226 -0.866 -0.1410
C -0.343 -1.507 -3.248 -0.4439
C 3.311 -1.100 2.822 -0.2108
C -2.321 -0.396 0.462 -0.2966
C -1.842 -1.725 0.210 -0.1701
C 3.721 -2.384 2.296 -0.4383
C 0.318 2.275 -3.656 -0.0183
C 0.801 -2.332 -3.799 -0.6272
C -4.374 1.067 1.097 -0.3890
C 2.682 2.083 -0.186 -0.6562
C 2.060 -1.445 -3.765 -0.0391
C 0.038 4.455 3.685 -0.0789
C 3.977 1.276 0.061 -0.0328
H 4.392 -3.145 0.517 0.1615
H -3.320 2.517 -0.152 0.0392
H 1.899 -0.546 -4.361 0.0844
H -0.287 5.369 3.204 0.0881
H -1.906 0.928 -3.802 0.0355
H 4.653 1.922 0.625 0.1304
H 0.850 5.453 5.381 0.0817
H 0.068 -4.160 -2.882 0.0661
H -1.070 -0.264 -1.888 0.0901
H -0.246 -3.419 -5.378 0.0229
H 2.901 -2.002 -4.185 0.0849
H -2.527 1.483 -2.360 0.0534
H 0.226 -1.777 -5.819 0.0783
H -0.295 -3.096 -0.159 0.1232
H 0.036 1.095 3.197 0.0785
H 1.353 -2.217 1.474 0.0581
H -4.394 2.432 2.779 0.0702
H 2.342 -1.128 -2.766 0.0597
H -3.918 0.776 3.198 0.0757
H 1.662 -4.309 -3.639 0.0790
H 1.504 -3.509 -2.077 0.0662
H 0.739 -0.274 -0.426 0.0852
H 3.011 0.967 2.460 0.1478
H 1.165 1.185 5.375 0.0855
H -4.915 3.036 0.375 0.0694
H -2.332 -3.762 -0.145 0.0990
H -5.640 -1.184 0.641 0.0959
H 1.356 -1.759 -1.129 0.0902
H 1.608 3.360 6.498 0.0711
H -0.198 -2.543 2.257 0.0902
H -4.766 1.820 -0.901 0.0744
H -4.782 -3.437 0.068 0.0798
H 1.254 2.706 -3.334 0.0283
H 0.226 1.832 -4.639 0.0229
H 1.456 -3.053 -5.720 0.0752
H -2.783 1.854 2.363 0.0281
H 4.439 1.051 -0.895 0.1197
H 0.255 -0.876 1.859 0.0643
H -5.434 0.828 1.252 0.1106
```

Results
Energy above the lowest of the compared OMol25 structures with the same formula, charge and spin in kcal per mole: 59.7
HOMO-LUMO gap (spin up / spin down) in eV: 4.95 / 5.37
Charge: -2
Multiplicity: 6
F_max in eV/A: 1.0